A single C25H30N4O2 molecule, computed with ωB97M-V/def2-TZVPD.

```
! RIJCOSX wB97M-V def2-TZVPD def2/J DEFGRID3
* xyz 0 1
C -2.27 -2.69 5.72
H 2.45 1.60 -1.05
C -3.18 -1.75 6.14
H 0.90 3.49 -4.00
C 2.15 2.66 -1.01
H -1.29 -5.23 5.72
H 2.49 3.88 -3.33
C -1.42 0.08 1.72
C -2.17 -0.98 2.20
H 4.77 2.65 -4.69
H 1.24 -1.67 0.60
C 0.28 -1.49 1.06
C -2.60 -5.42 3.99
C -0.68 2.39 -0.57
H -3.05 -0.68 6.16
C -1.71 -2.29 2.14
H -1.27 -2.60 5.35
C 2.29 1.83 -3.99
H -1.56 1.75 -0.49
C 2.44 2.38 -7.73
C -0.17 -0.17 1.14
N -2.86 -3.90 5.89
N -1.92 -4.44 3.19
H 3.09 1.46 -3.36
H 0.29 1.06 -1.96
H -3.66 -5.33 3.78
O -3.80 -3.26 2.72
H 1.78 2.31 -8.59
C 0.29 2.13 0.59
C 1.56 2.94 0.37
C 1.70 3.12 -3.36
H -2.26 -6.43 3.72
N -4.09 -3.78 6.38
C -2.59 -3.35 2.70
C 4.11 2.58 -5.55
H -1.81 1.08 1.79
C 2.80 2.14 -5.37
H 1.32 4.00 0.45
C 1.97 2.05 -6.47
H 4.11 3.07 -8.89
H 2.29 2.69 1.14
H -3.14 -0.80 2.64
H -1.00 3.43 -0.53
C 4.58 2.91 -6.81
H 1.50 1.07 -4.05
N 1.17 2.99 -2.02
H -0.17 2.43 1.54
H 3.04 3.28 -1.16
C 0.02 2.13 -1.91
H -5.23 -2.13 6.93
O 0.67 0.76 0.65
C -4.30 -2.49 6.54
H 0.95 1.72 -6.35
H 5.60 3.24 -6.93
C 3.74 2.81 -7.90
C -0.47 -2.53 1.56
H -0.10 -3.54 1.45
H -2.89 -5.94 6.07
H -0.67 2.35 -2.73
H -0.92 -4.40 3.26
C -2.36 -5.18 5.50
*
```

Results
Strongest force on any atom = 0.9 eV/A
SMILES = O=C(NCCn1cccn1)c1ccc(OC2CCN(CCc3ccccc3)CC2)cc1
Molecular weight = 418.5 g/mol
E_LUMO = 0.615 eV
ΔE to the lowest compared entry with this formula, charge and spin = 46.2 kcal/mol

---

A single C25H30N4O3 molecule in a non-equilibrium geometry, computed with ωB97M-V/def2-TZVPD.

```
! RIJCOSX wB97M-V def2-TZVPD def2/J DEFGRID3
* xyz 0 1
C 1.17 1.30 1.21
O -1.07 0.98 0.52
C 3.68 -1.02 -1.11
H -3.97 -1.63 -2.63
C -1.36 -0.72 -2.26
C 3.53 -3.13 0.01
C -0.36 2.19 2.93
C 0.10 0.96 0.13
C 2.52 1.84 0.74
H -1.70 2.97 4.36
H -3.35 -5.14 -1.30
C 2.29 -0.90 -1.10
H -0.54 1.16 3.20
N 1.44 3.97 0.40
N -1.99 -1.15 -1.15
C -2.70 -2.41 -1.04
H -3.10 -2.44 -0.02
C 2.24 3.05 -0.17
H 5.37 -2.20 -0.57
H -2.11 -5.39 -2.54
C 0.74 3.70 1.46
H 0.45 -0.47 2.26
H -0.98 -3.34 -1.94
H 0.46 -1.85 -0.53
C 1.64 0.29 -1.75
H 2.33 1.14 -1.82
H 3.07 2.19 1.62
C 0.09 4.76 2.15
C -1.47 5.65 3.89
C 2.15 -3.03 0.01
C 1.38 0.08 2.10
H 4.01 -4.00 0.44
H 1.41 -0.01 -2.78
C -3.86 -2.54 -2.05
H -1.38 -4.03 -0.35
C -1.79 -3.64 -1.28
C -0.77 4.54 3.18
C 1.53 -1.92 -0.54
H -4.79 -2.73 -1.53
H -2.55 5.53 3.79
H -1.53 1.36 -1.67
O -1.24 -1.33 -3.29
H -2.03 -0.50 -0.37
H -2.85 -3.39 -3.75
C -0.76 0.69 -2.07
H 2.08 -0.60 1.62
H 1.79 0.38 3.06
H -1.18 6.61 3.48
H -4.37 -4.23 -3.36
N 0.54 2.41 1.94
C -3.49 -3.73 -2.94
C -1.00 3.20 3.57
C 4.29 -2.12 -0.55
H 1.55 -3.82 0.44
N 0.38 0.70 -1.16
O 2.73 3.14 -1.28
C -2.69 -4.63 -2.01
H 0.29 5.75 1.77
H -1.23 5.62 4.95
H -0.43 1.07 -3.04
H 4.27 -0.23 -1.56
H 3.12 1.08 0.24
*
```

Results
Strongest force on any atom = 1.0 eV/A
SMILES = CC1=CC2=NC(=O)C[C@](C)(C(=O)N(CC(=O)NC3CCCC3)Cc3ccccc3)N2C=C1
Molecular weight = 434.5 g/mol
E_LUMO = 0.394 eV
ΔE to the lowest compared entry with this formula, charge and spin = 37.8 kcal/mol

---

A molecular structure, C25H31Br2GeMnNO2P in a non-equilibrium geometry, computed with ωB97M-V/def2-TZVPD.

```
! RIJCOSX wB97M-V def2-TZVPD def2/J DEFGRID3
* xyz -1 6
C 0.82 -5.25 0.26
H 3.73 -1.98 -0.57
H 2.41 -3.82 0.26
H -3.06 4.16 -2.08
H -0.92 -6.49 0.11
C -0.38 -1.28 1.52
C 0.50 3.51 -4.09
C -2.59 -2.93 1.78
H -1.01 2.31 5.44
O -2.68 0.54 -0.60
H -1.06 2.55 2.93
C 2.42 0.96 2.80
C 0.87 -1.31 -2.93
H -1.13 6.70 -1.99
C -2.65 -1.83 0.95
H 0.48 6.63 -2.69
H -0.20 -1.16 -2.97
C -0.53 6.22 -2.75
C -1.43 -3.18 2.49
H -0.91 0.55 5.41
H 1.38 -5.98 0.83
H 0.58 -2.57 2.94
H 3.41 0.51 2.73
H 0.35 1.48 6.22
C -0.32 -2.36 2.37
H 0.04 3.87 -5.00
H 3.61 -1.10 -2.09
P 1.42 -1.43 -1.17
H -2.48 2.57 -2.52
O -0.46 0.63 -0.53
C 3.18 -1.91 -1.51
C 0.46 1.52 4.09
H 1.54 3.82 -4.07
H 2.20 0.55 4.89
H -1.19 -2.63 -1.69
H 0.49 -0.66 1.40
C -1.54 -1.00 0.80
C 0.71 -3.09 -0.81
C -0.07 2.09 2.93
Br -1.37 -4.67 3.66
C 0.17 3.71 -0.78
Mn 1.07 1.99 -0.06
H 0.48 2.42 -4.10
C -1.19 -4.58 -0.84
H -3.44 -3.59 1.88
H -3.54 -1.61 0.39
Ge -0.50 4.21 -2.52
C -2.40 3.62 -2.75
H -2.72 3.79 -3.77
H 1.15 -2.21 -3.48
H -0.41 4.24 -0.01
C -0.47 -5.53 -0.14
C 1.74 0.98 4.00
C 1.80 1.50 1.67
N 0.61 2.07 1.80
Br 2.69 1.84 -1.69
C 1.40 -4.04 -0.07
H 3.25 -2.86 -2.05
C -0.32 1.47 5.36
C -0.61 -3.37 -1.16
C -1.59 0.17 -0.18
H -2.21 -4.78 -1.13
H -0.94 6.47 -3.72
H 1.37 -0.44 -3.36
*
```

Results
Strongest force on any atom = 1.9 eV/A
Molecular weight = 695.9 g/mol
E_LUMO (alpha / beta) = 2.331 / 2.331 eV
<S²> = 8.825

---

A molecular structure, C25H31ClMnN4OSTe, computed with ωB97M-V/def2-TZVPD.

```
! RIJCOSX wB97M-V def2-TZVPD def2/J DEFGRID3
* xyz 2 4
H 1.76 1.81 0.58
C -3.64 0.83 1.39
C 2.01 -0.04 -1.20
Te -2.59 -0.95 1.51
N 2.76 -1.27 0.62
H 3.18 -3.15 3.17
H -0.34 1.83 -4.74
H -5.76 4.05 1.21
H -2.50 1.37 -3.56
H 4.18 0.00 -1.12
H 0.81 4.11 0.21
H 3.29 -4.92 -1.12
Cl 4.10 -4.21 -3.75
H -5.41 -0.09 2.22
C 3.35 0.17 -1.81
C -3.08 2.01 0.89
H 0.06 2.53 3.38
C 1.05 2.26 1.26
Mn -0.11 -0.69 0.57
C 2.41 -1.98 1.72
H 3.69 -1.32 0.22
C 2.56 -4.24 -1.53
H -2.43 0.36 -1.30
H -0.32 2.85 -0.30
C -0.66 -2.55 -0.53
C 0.19 3.29 0.56
O 0.29 1.18 1.84
S 0.81 -2.06 2.27
H -0.14 -1.98 -3.11
H 4.35 -2.58 2.05
C -3.84 3.16 0.83
C -0.18 0.57 4.18
C -0.37 1.58 3.07
H -1.51 -2.23 -1.14
N -0.38 0.23 -1.23
C 0.63 -2.59 -2.65
H -6.75 1.97 2.10
H -0.96 -3.22 0.27
H -1.43 1.75 2.86
C 1.74 -2.95 -3.40
H 1.32 -4.26 0.21
N 1.76 -0.67 -0.11
C -1.52 0.56 -1.85
H -0.65 0.97 5.08
C -0.36 1.38 -3.76
C 2.71 -3.76 -2.83
C -4.97 0.82 1.83
H 0.87 0.40 4.38
H 1.78 1.20 -3.63
C -1.55 1.13 -3.11
C -5.73 1.98 1.76
C 0.84 1.03 -3.13
C 0.48 -3.01 -1.32
H -3.41 4.08 0.44
H 1.63 2.72 2.06
C 0.79 0.46 -1.88
H -0.65 -0.39 3.97
H -0.56 3.71 1.24
N 3.39 -2.61 2.35
H -2.04 2.03 0.57
C 1.45 -3.87 -0.79
H 3.48 -0.49 -2.67
C -5.16 3.14 1.26
H 3.44 1.20 -2.16
H 1.84 -2.64 -4.43
*
```

Results
Strongest force on any atom = 0.6 eV/A
Molecular weight = 653.6 g/mol
E_LUMO (alpha / beta) = -6.978 / -7.713 eV
<S²> = 4.195

---

Which value of molecular weight does entry 2 give?
434.5 g/mol